1.
C19H19NO3 in the gas phase in a non-equilibrium geometry, computed with ωB97M-V with the def2-TZVPD basis set.

ORCA input file:
```
! RIJCOSX wB97M-V def2-TZVPD def2/J DEFGRID3
* xyz 0 1
O 1.18 -0.61 1.02
O 0.47 -3.43 -1.43
O -3.07 -1.62 -0.16
C 0.02 -0.29 1.35
C 0.30 -2.22 -1.27
C -2.13 -2.24 -0.93
C -0.91 -1.83 -0.55
C -1.07 -0.93 0.60
C -2.41 -0.81 0.74
C 0.78 2.68 3.60
C -0.40 2.84 4.30
C 0.94 1.61 2.67
C -1.47 2.01 4.05
C -0.15 0.75 2.44
C -1.34 0.97 3.15
N 1.13 -1.27 -1.87
C -3.16 0.03 1.70
C -2.52 0.02 3.06
C 0.83 0.16 -1.89
C 2.46 -1.62 -2.38
C 0.90 0.71 -3.32
C 2.69 -1.07 -3.81
C 2.27 0.40 -3.94
H -2.35 -2.90 -1.80
H 1.65 3.29 3.80
H -0.50 3.61 5.05
H 1.91 1.42 2.16
H -2.40 2.20 4.59
H -3.14 1.05 1.33
H -4.18 -0.33 1.79
H -2.19 -0.99 3.32
H -3.28 0.24 3.82
H -0.20 0.45 -1.62
H 1.48 0.68 -1.18
H 2.67 -2.72 -2.37
H 3.22 -1.21 -1.75
H 0.15 0.23 -3.94
H 0.70 1.79 -3.28
H 3.77 -1.08 -4.10
H 2.09 -1.65 -4.52
H 3.00 1.04 -3.42
H 2.28 0.63 -5.03
*
```

## Properties
relative energy (zero: lowest compared OMol25 entry of this formula, charge and spin)	1.5869	eV
SMILES	O=C1c2ccccc2CCc2occ(C(=O)N3CCCCC3)c21
Kohn-Sham gap	8.5163	eV

=====

2.
C3H10N2O2 in the gas phase in a non-equilibrium geometry, computed with ωB97M-V with the def2-TZVPD basis set.

ORCA input file:
```
! RIJCOSX wB97M-V def2-TZVPD def2/J DEFGRID3
* xyz 0 1
C -0.60 1.29 0.84
C -0.73 -1.14 0.08
C 0.06 0.22 -0.03
N 2.19 -0.98 -0.07
N 1.44 0.12 0.29
O -2.09 -1.01 -0.25
O -0.24 0.48 -1.55
H 0.04 1.38 1.80
H -0.57 2.21 0.35
H -1.66 0.98 1.02
H -0.67 -1.31 1.26
H -0.22 -1.94 -0.39
H 1.68 -1.77 0.31
H 2.46 -1.05 -1.09
H 1.81 0.94 0.01
H -2.23 -1.00 -1.20
H 0.05 1.31 -1.70
*
```

## Properties
relative energy (zero: lowest compared OMol25 entry of this formula, charge and spin)	3.4472	eV
SMILES	C[C@](O)(CO)NN
Kohn-Sham gap	9.4711	eV

=====

3.
C32H34N7OPtSeSi as an isolated structure, computed with ωB97M-V with the def2-TZVPD basis set.

ORCA input file:
```
! RIJCOSX wB97M-V def2-TZVPD def2/J DEFGRID3
* xyz 1 1
Pt 0.69 -1.03 -0.95
Se 0.58 -7.85 2.42
N -0.37 -7.17 1.08
C 0.09 -5.96 0.87
C -0.44 -5.05 -0.14
C -1.49 -5.39 -1.00
C -1.95 -4.45 -1.89
C -1.37 -3.18 -1.90
N -0.37 -2.86 -1.09
C 0.10 -3.78 -0.23
C 1.23 -3.36 0.61
N 1.72 -2.11 0.39
C 2.73 -1.70 1.14
C 3.32 -2.49 2.13
C 2.83 -3.76 2.35
C 1.76 -4.20 1.57
C 1.17 -5.54 1.72
N 1.58 -6.40 2.62
H -1.92 -6.38 -0.94
H -2.75 -4.67 -2.58
H -1.73 -2.40 -2.55
H 3.09 -0.70 0.95
H 4.14 -2.10 2.70
H 3.26 -4.41 3.10
C 1.77 0.72 -0.83
Si 0.74 2.07 -0.04
C -0.39 1.34 1.30
N -1.01 0.05 0.94
C -2.32 0.18 0.30
C -3.44 0.57 1.26
C -3.51 -0.43 2.42
C -2.14 -0.54 3.09
C -1.09 -0.90 2.05
C 1.80 3.33 0.87
C 1.89 4.66 0.45
C 2.68 5.57 1.14
C 3.40 5.17 2.25
C 3.33 3.85 2.68
C 2.54 2.94 1.99
C -0.24 2.99 -1.36
C 0.38 3.34 -2.56
C -0.28 4.07 -3.54
C -1.61 4.44 -3.34
C -2.24 4.11 -2.15
C -1.56 3.40 -1.17
H 2.73 0.64 -0.32
H 2.02 1.01 -1.86
H -1.12 2.09 1.62
H 0.26 1.18 2.17
H -2.55 -0.80 -0.14
H -2.23 0.89 -0.52
H -4.39 0.61 0.72
H -3.25 1.57 1.66
H -3.80 -1.41 2.03
H -4.27 -0.13 3.14
H -2.16 -1.30 3.88
H -1.88 0.41 3.56
H -1.34 -1.88 1.62
H -0.10 -0.98 2.51
H 1.33 4.99 -0.41
H 2.74 6.60 0.80
H 4.02 5.88 2.79
H 3.89 3.53 3.55
H 2.50 1.92 2.34
H 1.42 3.06 -2.73
H 0.23 4.34 -4.45
H -2.13 5.01 -4.10
H -3.27 4.42 -1.99
H -2.07 3.18 -0.24
N -1.10 0.77 -4.29
C -0.25 0.07 -3.52
N 0.80 -0.54 -4.08
O -0.48 -0.01 -2.29
H -0.91 0.96 -5.25
H -1.77 1.35 -3.81
H 1.04 -0.43 -5.05
H 1.44 -1.01 -3.45
*
```

## Properties
relative energy (zero: lowest compared OMol25 entry of this formula, charge and spin)	0.0995	eV
Kohn-Sham gap	6.3218	eV

=====

4.
C22H15Br2MnN5S4Sb as an isolated structure in a non-equilibrium geometry, computed with ωB97M-V with the def2-TZVPD basis set.

ORCA input file:
```
! RIJCOSX wB97M-V def2-TZVPD def2/J DEFGRID3
* xyz 0 5
Mn 0.09 -1.28 -2.11
Br -1.44 -5.57 2.78
C -0.98 -4.31 1.45
C -0.74 -2.99 1.80
C -0.42 -2.11 0.79
N -0.32 -2.45 -0.51
C -0.54 -3.75 -0.83
C -0.88 -4.70 0.13
C -0.39 -4.05 -2.26
C -0.54 -5.32 -2.79
C -0.37 -5.50 -4.15
Br -0.57 -7.21 -4.91
C -0.04 -4.41 -4.94
C 0.10 -3.18 -4.34
N -0.07 -2.98 -3.02
H -0.80 -2.66 2.82
H -0.23 -1.08 1.04
H -1.07 -5.72 -0.16
H -0.79 -6.16 -2.16
H 0.11 -4.52 -6.01
H 0.36 -2.31 -4.94
S -0.62 0.81 -7.22
Sb 1.38 1.82 -6.55
S 0.66 -0.27 -3.88
S 1.04 1.70 -3.90
S 2.44 -0.23 -6.91
N 1.25 3.44 2.88
C 0.82 4.27 3.90
C 1.49 4.99 4.88
C 0.71 5.75 5.73
C -0.69 5.78 5.61
C -1.35 5.06 4.64
C -0.59 4.29 3.77
N -0.97 3.51 2.70
C 0.13 3.02 2.20
C 0.17 2.12 1.05
C 1.35 1.57 0.56
C 1.29 0.68 -0.49
N 0.13 0.30 -1.05
C -1.00 0.90 -0.64
C -1.02 1.79 0.41
H 2.20 3.21 2.68
H 2.56 4.96 4.97
H 1.18 6.33 6.50
H -1.26 6.39 6.31
H -2.43 5.07 4.55
H 2.32 1.83 0.97
H 2.18 0.24 -0.92
H -1.90 0.64 -1.18
H -1.94 2.25 0.74
*
```

## Properties
relative energy (zero: lowest compared OMol25 entry of this formula, charge and spin)	3.1175	eV
expectation value of S²	6.08
Kohn-Sham gap (alpha / beta)	4.4208 / 4.3663	eV

=====

5.
C43H39EuO3P2S as an isolated structure in a non-equilibrium geometry, computed with ωB97M-V with the def2-TZVPD basis set.

ORCA input file:
```
! RIJCOSX wB97M-V def2-TZVPD def2/J DEFGRID3
* xyz 2 7
C -2.87 2.25 1.37
C -1.76 2.64 0.60
C -1.98 3.49 -0.50
C -3.23 4.07 -0.72
C -4.31 3.75 0.12
C -4.13 2.81 1.14
P -0.10 1.94 0.90
C 1.05 3.23 0.29
C 1.67 3.09 -0.97
C 2.45 4.13 -1.47
C 2.70 5.27 -0.70
C 2.14 5.38 0.58
C 1.33 4.36 1.08
Eu 0.77 -0.43 -0.49
P -1.97 -1.16 -0.84
C -2.84 -0.17 -2.09
C -4.24 -0.05 -2.07
C -4.85 0.98 -2.78
C -4.12 1.76 -3.68
C -2.74 1.56 -3.80
C -2.09 0.64 -2.98
C -1.26 -2.59 -1.71
C -0.26 -3.36 -1.06
C 0.39 -4.38 -1.77
C 0.03 -4.64 -3.10
C -0.96 -3.88 -3.73
C -1.60 -2.85 -3.05
C -2.92 -1.89 0.52
C -2.54 -1.66 1.87
C -3.36 -2.11 2.90
C -4.55 -2.79 2.60
C -4.92 -3.02 1.27
C -4.10 -2.59 0.23
C 0.14 1.88 2.72
C -0.61 2.68 3.59
C -0.47 2.55 4.97
C 0.45 1.64 5.50
C 1.24 0.88 4.64
C 1.10 1.00 3.26
H 0.01 -3.16 -0.02
H 1.17 -4.96 -1.28
H 0.51 -5.46 -3.64
H -1.24 -4.09 -4.76
H -2.35 -2.22 -3.54
H -4.83 -0.75 -1.49
H -5.91 1.16 -2.61
H -4.62 2.53 -4.27
H -2.17 2.13 -4.53
H -1.00 0.56 -3.01
H -1.65 -1.06 2.09
H -3.08 -1.94 3.94
H -5.17 -3.17 3.41
H -5.85 -3.55 1.04
H -4.38 -2.76 -0.81
H -1.32 3.40 3.18
H -1.09 3.16 5.63
H 0.56 1.54 6.58
H 1.98 0.18 5.05
H 1.75 0.42 2.61
H 1.56 2.17 -1.55
H 2.89 4.04 -2.47
H 3.34 6.07 -1.08
H 2.35 6.26 1.20
H 0.93 4.42 2.09
H -1.15 3.74 -1.16
H -3.35 4.72 -1.59
H -5.28 4.22 -0.03
H -4.98 2.45 1.72
H -2.79 1.47 2.14
H -4.11 0.22 0.45
H -3.36 0.23 0.60
C 8.24 -4.10 -1.32
C 7.04 -3.33 -0.83
C 7.22 -2.22 0.01
C 6.12 -1.49 0.46
C 4.83 -1.89 0.07
C 4.63 -2.99 -0.75
C 5.75 -3.71 -1.19
S 3.44 -0.95 0.65
O 3.71 -0.53 2.00
O 3.19 0.14 -0.34
O 2.30 -1.93 0.53
H 8.94 -3.50 -1.90
H 8.82 -4.51 -0.48
H 7.96 -4.95 -1.95
H 8.23 -1.94 0.29
H 6.27 -0.64 1.11
H 3.63 -3.30 -1.03
H 5.61 -4.58 -1.84
*
```

## Properties
expectation value of S²	12.22
Kohn-Sham gap (alpha / beta)	4.4401 / 7.4253	eV

=====

6.
C13H44AsF6O17 as an isolated structure in a non-equilibrium geometry, computed with ωB97M-V with the def2-TZVPD basis set.

ORCA input file:
```
! RIJCOSX wB97M-V def2-TZVPD def2/J DEFGRID3
* xyz -1 1
As 0.91 0.74 0.35
F 0.21 -0.79 1.03
F -0.27 1.72 1.29
F 1.61 2.25 -0.28
F 2.14 -0.20 -0.49
F -0.17 0.59 -1.07
F 2.09 0.80 1.73
O -0.48 -3.32 0.98
H -0.24 -2.39 1.12
H -1.43 -3.30 0.82
O 2.40 3.32 -2.48
H 2.41 4.27 -2.35
H 2.13 2.96 -1.63
O -2.72 2.31 -1.06
H -2.62 2.89 -1.81
H -1.98 1.70 -1.13
O 4.13 -1.25 2.62
H 3.39 -0.66 2.45
H 3.84 -2.10 2.28
O 4.32 2.56 0.46
H 3.38 2.41 0.58
H 4.47 3.45 0.77
O 2.51 -1.63 -2.71
H 3.43 -1.42 -2.89
H 2.30 -1.10 -1.93
C 2.04 -3.08 4.69
C 1.30 -1.82 4.15
C -0.21 -1.71 4.34
O -0.32 -0.50 5.04
C 0.85 0.03 5.40
O 1.09 1.02 6.04
O 1.77 -0.79 4.96
H 1.61 -3.95 4.18
H 1.99 -3.22 5.77
H 3.07 -3.03 4.33
H 1.49 -1.55 3.11
H -0.70 -2.57 4.81
H -0.71 -1.54 3.39
C 0.44 0.75 -4.76
C -0.93 1.48 -4.80
C -1.70 1.43 -6.10
O -2.98 1.08 -5.70
C -3.01 0.83 -4.38
O -4.03 0.55 -3.79
O -1.87 0.93 -3.87
H 1.09 1.22 -5.50
H 0.43 -0.30 -5.06
H 0.92 0.82 -3.79
H -0.86 2.53 -4.49
H -1.24 0.68 -6.75
H -1.77 2.26 -6.80
C -2.12 5.01 0.76
O -3.13 5.09 -0.21
H -2.25 5.82 1.47
H -2.13 4.05 1.27
H -1.21 5.17 0.18
H -3.06 4.25 -0.68
C 2.99 -3.49 -0.07
O 3.05 -3.44 1.33
H 2.04 -3.12 -0.45
H 3.71 -2.77 -0.46
H 3.15 -4.47 -0.52
H 2.26 -3.86 1.67
C -0.73 -2.26 -2.73
O 0.29 -2.64 -3.67
H -0.52 -2.75 -1.77
H -0.75 -1.18 -2.59
H -1.71 -2.62 -3.03
H 1.13 -2.27 -3.35
C -2.72 1.70 4.01
O -1.89 2.59 3.34
H -3.00 2.11 4.98
H -3.61 1.61 3.38
H -2.28 0.70 4.08
H -1.49 2.18 2.57
C -3.14 -1.48 -0.07
O -3.25 -2.81 0.40
H -2.14 -1.05 0.04
H -3.34 -1.41 -1.14
H -3.83 -0.79 0.42
H -3.88 -3.23 -0.19
*
```

## Properties
Kohn-Sham gap	9.3114	eV

=====

7.
A 2-piece molecular cluster, C5H13N2 overall in a non-equilibrium geometry, computed with ωB97M-V with the def2-TZVPD basis set.

ORCA input file:
```
! RIJCOSX wB97M-V def2-TZVPD def2/J DEFGRID3
* xyz 1 1
C 2.80 -0.45 0.09
C -2.06 1.10 -0.27
C 1.51 1.37 -0.41
C -1.41 0.03 0.62
C -0.92 -1.16 -0.29
N -0.75 -2.33 0.24
N 1.61 -0.06 -0.21
H 2.93 -1.47 0.30
H 3.55 0.25 0.31
H -2.42 2.01 0.29
H -2.93 0.75 -0.73
H -1.47 1.35 -1.10
H 0.86 1.78 -1.14
H 2.52 1.79 -0.54
H 1.08 1.70 0.66
H -2.19 -0.35 1.27
H -0.56 0.49 1.18
H -1.03 -1.04 -1.31
H -0.47 -3.19 -0.21
H -0.66 -2.58 1.25
*
```

## Properties
relative energy (zero: lowest compared OMol25 entry of this formula, charge and spin)	3.3622	eV
Kohn-Sham gap	9.3914	eV

=====

8.
C24H32FeN8O2 as an isolated structure in a non-equilibrium geometry, computed with ωB97M-V with the def2-TZVPD basis set.

ORCA input file:
```
! RIJCOSX wB97M-V def2-TZVPD def2/J DEFGRID3
* xyz 2 1
Fe -0.26 0.48 0.68
C 2.15 0.56 -0.75
N 0.97 1.45 -0.60
C 0.19 1.61 -1.85
C -1.24 1.96 -1.51
C -2.03 2.78 -2.30
C -3.33 3.03 -1.89
C -3.79 2.48 -0.71
C -2.94 1.68 0.03
N -1.69 1.42 -0.37
C 1.36 2.77 -0.04
C 0.78 3.02 1.32
C 1.08 4.17 2.04
C 0.51 4.35 3.29
C -0.34 3.38 3.78
C -0.59 2.26 3.02
N -0.04 2.09 1.81
C 2.50 -0.04 0.59
C 3.80 -0.39 0.94
C 4.02 -0.96 2.18
C 2.95 -1.16 3.04
C 1.68 -0.78 2.62
N 1.46 -0.24 1.42
H 3.00 1.09 -1.18
H 1.88 -0.24 -1.44
H 0.20 0.65 -2.38
H 0.63 2.35 -2.52
H -1.63 3.21 -3.20
H -3.97 3.67 -2.49
H -4.79 2.67 -0.35
H -3.23 1.24 0.97
H 1.03 3.56 -0.72
H 2.45 2.84 0.01
H 1.76 4.90 1.62
H 0.74 5.24 3.86
H -0.81 3.49 4.75
H -1.23 1.46 3.36
H 4.61 -0.20 0.26
H 5.02 -1.24 2.49
H 3.08 -1.60 4.02
H 0.81 -0.88 3.25
N -0.58 -1.30 -0.35
C -1.07 -2.32 0.62
C -2.06 -3.33 0.03
C -3.43 -2.81 -0.41
C -4.35 -2.33 0.71
N -4.36 -3.21 1.87
C -5.18 -4.21 2.11
N -5.05 -4.92 3.23
N -6.15 -4.55 1.25
C -1.61 -1.66 1.89
O -2.06 -2.40 2.77
O -1.43 -0.40 2.00
H -1.29 -1.14 -1.07
H 0.22 -1.69 -0.84
H -0.19 -2.89 0.94
H -2.19 -4.12 0.76
H -1.58 -3.80 -0.83
H -3.91 -3.61 -0.96
H -3.33 -1.98 -1.12
H -5.36 -2.18 0.34
H -4.03 -1.36 1.09
H -3.57 -3.03 2.50
H -4.37 -4.65 3.92
H -5.65 -5.70 3.45
H -6.29 -4.04 0.40
H -6.82 -5.26 1.48
*
```

## Properties
relative energy (zero: lowest compared OMol25 entry of this formula, charge and spin)	0.0000	eV
Kohn-Sham gap	8.9502	eV